1.
63
Properties=species:S:1:pos:R:3 method="wB97M-V/def2-TZVPD" relative_energy_ev=0.000 charge=+1 homo_energy_ha="-0.42497 / -0.42497" spin_multiplicity=3
O 1.12116 3.54471 -3.03031
C -0.04501 4.07539 -3.74755
C 0.79677 4.94381 -4.69498
H -0.70425 4.66137 -3.09789
H -0.59468 3.27098 -4.24630
C 1.98022 4.34567 -3.88598
H 0.66019 6.01932 -4.55720
H 0.75161 4.63738 -5.74294
C 2.72941 5.40336 -3.09745
H 2.03263 6.03302 -2.53257
H 3.29420 6.06010 -3.78400
H 3.44521 4.92660 -2.41673
C 2.92482 3.49764 -4.72155
H 2.38348 2.74720 -5.30998
H 3.66035 3.00605 -4.07178
H 3.47814 4.13901 -5.42891
W 0.15400 -2.62018 1.96405
C 0.42419 -4.76421 1.06289
C -1.00789 -4.57227 1.04557
C -1.29369 -3.51476 0.11195
H -1.73234 -5.20826 1.55334
C -0.04959 -3.03411 -0.44089
C 1.01111 -3.83937 0.12066
H 2.05877 -3.80847 -0.17544
H 0.94734 -5.52655 1.63742
H -2.27839 -3.17565 -0.17941
H 0.06691 -2.26534 -1.20479
C 1.44710 -2.98883 3.67229
C 2.28622 -2.86005 2.52598
C 2.08666 -1.56047 1.94873
H 2.98801 -3.59847 2.16738
C 1.12347 -0.86813 2.75635
C 0.72006 -1.75021 3.81806
H 0.11766 -1.48291 4.67264
H 1.43310 -3.82235 4.37202
H 2.64360 -1.12165 1.12598
H 0.83726 0.17085 2.64044
O -0.15850 1.41436 0.42664
C 0.81339 0.85621 -0.50738
C 0.19292 0.85024 -1.92075
H 1.09184 -0.17862 -0.20666
H 1.70083 1.49782 -0.46254
C -1.16392 1.58466 -1.73276
H -0.00660 -0.18029 -2.26975
H 0.81012 1.38861 -2.64719
C -1.44069 1.23658 -0.26392
H -1.93730 1.24317 -2.42671
H -0.96669 2.66711 -1.84253
H -1.72602 0.15540 -0.24456
H -2.23018 1.82774 0.23692
C -2.46803 -3.10936 4.53914
Si -2.24881 -2.01460 3.01465
C -3.71486 -2.14804 1.82474
C -2.20293 -0.20026 3.50873
H -2.42933 -4.17595 4.27452
H -3.44373 -2.90416 5.00522
H -1.68626 -2.92754 5.28902
H -4.61813 -1.72689 2.29074
H -3.52156 -1.58393 0.90152
H -3.92274 -3.19002 1.55079
H -3.23579 0.14811 3.67884
H -1.63108 -0.05213 4.43423
H -1.75379 0.42159 2.71995

2.
64
Properties=species:S:1:pos:R:3 method="wB97M-V/def2-TZVPD" relative_energy_ev=0.632 charge=+1 homo_energy_ha="-0.43484 / -0.43481" spin_multiplicity=4
Nd -0.63216 0.45824 0.63964
C 3.12287 1.02225 -3.21784
N 2.03908 0.17741 -2.71318
C 2.27521 -1.27915 -2.87295
C 1.02002 0.64726 -2.04139
O 0.30476 -0.17190 -1.45789
C 0.66054 2.14758 -2.02141
O -0.39275 2.42010 -1.12935
C -0.50405 3.71243 -0.58366
C -1.43885 3.51621 0.63655
O -1.92399 2.38126 0.93416
N -1.77631 4.58501 1.32330
C -2.71202 4.40481 2.40842
C -1.27841 5.90105 1.02405
H 3.47350 0.67713 -4.21434
H 3.98194 0.92928 -2.52155
H 2.72006 2.06217 -3.15598
H 1.96737 -1.82707 -1.95894
H 3.35228 -1.39465 -3.09620
H 1.69168 -1.71018 -3.73332
H 0.41755 2.52664 -3.00681
H 1.59705 2.68049 -1.59608
H -0.85366 4.41989 -1.36099
H 0.50124 4.05601 -0.33783
H -3.75053 4.15197 1.98197
H -2.83409 5.31555 2.99014
H -2.48598 3.59428 3.05527
H -1.20751 6.40900 1.98548
H -1.97476 6.47574 0.44976
H -0.27377 5.84205 0.58071
O 2.70974 2.65926 2.38465
P 1.82151 1.44535 1.94616
O 0.56306 1.24277 2.75441
O 1.49292 1.60838 0.50082
O 2.75144 0.18734 2.09133
P 2.50941 -1.15056 1.18208
O 2.73323 -2.36717 2.11415
O 0.98945 -1.13637 0.98842
O 3.49236 -1.12634 0.10373
H 2.46078 2.81540 3.29336
H 3.68782 -2.72192 2.22547
C 0.63172 -5.04690 -1.66218
C -0.44560 -4.38734 -0.87693
C -1.11974 -3.24590 -1.34438
C -1.91602 -2.38342 -0.63189
C -2.74466 -1.30640 -1.32631
C -2.00837 -2.63967 0.80532
C -2.50915 -1.70832 1.76068
O -2.72197 -0.51576 1.48190
C -1.33401 -3.84594 1.30070
C -1.39610 -4.11522 2.81793
C -0.60421 -4.66648 0.47025
H 0.52600 -4.81645 -2.69473
H 0.67566 -6.10669 -1.43469
H 1.59451 -4.58975 -1.31242
H -0.97594 -3.00778 -2.39444
H -3.27246 -1.69569 -2.16250
H -2.10804 -0.46400 -1.79649
H -3.44753 -0.81819 -0.65077
H -2.90028 -2.12658 2.65230
H -0.69049 -3.43080 3.37907
H -1.08040 -5.14492 2.87272
H -2.36789 -3.98315 3.25906
H -0.08308 -5.54163 0.91345

3.
42
Properties=species:S:1:pos:R:3 method="wB97M-V/def2-TZVPD" relative_energy_ev=1.474 smiles=CCC(CC)c1nc(C#N)c(N[C@@H](C)c2ccccc2)o1 charge=0 homo_energy_ha=-0.29546
C -4.29501 -0.69408 1.06430
C -2.97324 0.06265 1.05143
C -2.35252 0.16580 -0.35268
C -1.81496 -1.18120 -0.85477
C -1.23982 -1.07636 -2.26165
C -1.24986 1.16165 -0.32146
N -1.20123 2.29824 -0.91491
C 0.02012 2.84784 -0.58068
C 0.50644 4.07709 -1.02503
N 0.96929 5.07243 -1.36513
C 0.67151 1.94994 0.24883
N 1.87273 2.02040 0.86951
C 2.51984 0.82070 1.40085
C 1.95143 0.52429 2.78739
C 2.38955 -0.31713 0.40354
C 1.83059 -1.54755 0.71625
C 1.70280 -2.52793 -0.25422
C 2.12648 -2.29199 -1.54915
C 2.68880 -1.06815 -1.87067
C 2.82049 -0.09219 -0.90123
O -0.13153 0.88636 0.42172
H -4.72708 -0.67074 2.06204
H -5.00051 -0.23657 0.37474
H -4.15810 -1.73390 0.77996
H -3.14472 1.07488 1.42586
H -2.25985 -0.42543 1.71939
H -3.10140 0.54919 -1.05148
H -1.03842 -1.53067 -0.17050
H -2.62584 -1.91021 -0.85308
H -0.39474 -0.39183 -2.28475
H -1.99286 -0.71081 -2.95602
H -0.89557 -2.04994 -2.60248
H 2.45083 2.79122 0.57736
H 3.58329 1.06718 1.50598
H 2.48134 -0.30568 3.24628
H 2.06976 1.40286 3.41735
H 0.89293 0.28805 2.72136
H 1.48462 -1.75322 1.71647
H 1.26281 -3.47997 0.00516
H 2.01950 -3.05546 -2.30502
H 3.02332 -0.87150 -2.87845
H 3.25878 0.86172 -1.16241

4.
111
Properties=species:S:1:pos:R:3 method="wB97M-V/def2-TZVPD" smiles="CCOCCO[C@@]1(O)[C@H](CCCCOC(C)=O)OC(=O)[C@@H]1B(C)O.CCCC#N.CCCC#N.CCCC#N.CCCC#N.CCCC#N" charge=0 homo_energy_ha=-0.34490
C -1.30528 2.02082 7.20366
C -1.76115 0.88623 6.28487
O -0.70796 -0.06274 6.17285
C -1.00272 -1.18355 5.35162
C 0.00011 -1.34976 4.19217
O -0.52683 -1.33225 2.86281
C -0.93280 -0.13203 2.29656
O -2.08322 0.43302 2.89179
C 0.12319 0.98141 2.17264
C 0.54856 1.80406 3.39964
C 0.22030 3.30936 3.31715
C 1.43182 4.22040 3.61226
C 1.99345 4.84651 2.34748
O 1.19201 5.97923 1.96279
C 0.70152 5.92756 0.69306
C -0.79190 6.06762 0.60196
O 1.42186 5.78310 -0.26256
O -0.37032 1.79489 1.09826
C -1.27178 1.08528 0.34701
O -1.93935 1.64318 -0.47843
C -1.21675 -0.35441 0.79020
B -2.33469 -1.36905 0.30835
C -3.25925 -1.05772 -0.92742
O -2.46854 -2.55612 0.98062
H -1.51882 2.98699 6.74018
H -0.22811 1.96776 7.35900
H -1.82770 2.00526 8.15916
H -2.04048 1.28055 5.30404
H -2.65091 0.39993 6.70278
H -0.93203 -2.07142 5.98885
H -2.02820 -1.14288 4.98362
H 0.82181 -0.63938 4.30798
H 0.43527 -2.34662 4.28118
H -2.70551 -0.27738 3.08607
H 1.00748 0.45936 1.78168
H 0.09124 1.38944 4.29317
H 1.62477 1.66402 3.53021
H -0.17612 3.55670 2.33545
H -0.54951 3.53518 4.05898
H 1.14131 5.01958 4.29878
H 2.24394 3.66111 4.08024
H 1.97461 4.11183 1.53747
H 3.02683 5.16992 2.49193
H -1.04288 6.92581 -0.01942
H -1.23390 6.17824 1.59104
H -1.18883 5.15167 0.15744
H -0.28316 -0.75762 0.37058
H -3.67656 -1.99852 -1.30800
H -4.07843 -0.38753 -0.66584
H -2.66892 -0.63133 -1.73925
H -2.76809 -3.24730 0.38133
C 2.75384 -0.50258 -1.46173
C 2.59426 -1.09542 -2.85634
C 1.15456 -0.98919 -3.37205
C 0.23425 -1.79272 -2.57168
N -0.49750 -2.40664 -1.93596
H 2.15995 -1.05162 -0.72664
H 3.79669 -0.54526 -1.15189
H 2.43748 0.54264 -1.44110
H 2.91044 -2.13915 -2.85395
H 3.24977 -0.57272 -3.55242
H 1.09004 -1.32289 -4.40880
H 0.82020 0.04988 -3.35015
C -7.20803 -2.73714 -4.64697
C -6.41967 -3.46790 -3.56916
C -6.99873 -3.24521 -2.16691
C -6.88996 -1.85088 -1.74105
N -6.77707 -0.75929 -1.40652
H -7.16554 -1.65526 -4.50707
H -6.80130 -2.96323 -5.62710
H -8.25891 -3.03752 -4.63875
H -5.37745 -3.15072 -3.59137
H -6.42430 -4.53889 -3.77472
H -6.47396 -3.86561 -1.43829
H -8.05000 -3.53829 -2.13774
C 4.80445 -5.22418 -1.33959
C 6.30164 -4.94732 -1.27094
C 6.61707 -3.51169 -0.83721
C 6.16030 -2.52991 -1.81900
N 5.80132 -1.75898 -2.58934
H 4.32060 -4.60156 -2.09384
H 4.61780 -6.26547 -1.59971
H 4.32414 -5.02766 -0.37946
H 6.76021 -5.14284 -2.24148
H 6.76907 -5.62619 -0.55603
H 7.69124 -3.38190 -0.69776
H 6.14135 -3.29388 0.12081
C -4.95134 -1.56528 -8.99401
C -4.35294 -2.89516 -9.43688
C -5.05707 -4.09959 -8.80260
C -4.87407 -4.13926 -7.35315
N -4.73028 -4.17043 -6.21516
H -4.83129 -1.41422 -7.92020
H -4.46182 -0.73556 -9.50269
H -6.01693 -1.51849 -9.22590
H -3.29053 -2.92430 -9.19021
H -4.43031 -2.99131 -10.52105
H -4.67309 -5.03089 -9.22143
H -6.12664 -4.06860 -9.01886
C 7.51536 5.16630 5.04357
C 7.50010 4.42452 3.71249
C 6.10270 4.35925 3.08695
C 5.17471 3.56730 3.89278
N 4.44653 2.94498 4.52529
H 6.90932 4.65202 5.79074
H 8.53113 5.23825 5.43110
H 7.12694 6.18003 4.93123
H 7.88551 3.41261 3.84731
H 8.16235 4.92521 3.00461
H 6.15098 3.91710 2.09063
H 5.69309 5.36430 2.96933

5.
106
Properties=species:S:1:pos:R:3 method="wB97M-V/def2-TZVPD" relative_energy_ev=2.018 charge=-2 homo_energy_ha=-0.06829
In 9.43238 15.95927 8.23629
C 13.10035 17.53406 9.46634
N 12.27451 16.37685 9.85757
C 12.96318 15.14734 9.57206
C 11.96402 16.59154 11.28129
C 10.81840 15.67828 11.77153
N 9.52104 15.72824 11.07436
C 8.64274 16.74778 11.70223
C 9.17265 18.14540 11.63238
C 9.71445 18.71202 12.81958
C 10.36421 19.90802 12.81068
C 10.48478 20.55914 11.57149
C 9.90297 20.10206 10.42021
C 9.21657 18.86933 10.45725
O 8.59432 18.23394 9.41101
C 9.91376 21.08552 9.18175
C 11.15597 21.97278 9.25869
C 8.70070 22.05438 9.29260
C 10.06180 20.45027 7.82159
C 11.22125 20.38821 14.01923
C 12.72450 20.20275 13.69000
C 10.92748 19.62228 15.34046
C 10.91558 21.88457 14.33358
C 8.85884 14.43542 11.26776
C 9.46381 13.17096 10.77339
C 9.93327 12.24875 11.69138
C 10.47575 11.04439 11.28095
C 10.55937 10.80816 9.91721
C 10.05954 11.68014 8.94709
C 9.58089 12.96095 9.35668
O 9.13110 13.81037 8.46868
C 10.11463 11.30304 7.50571
C 11.02928 10.13823 7.15998
C 10.53921 12.44377 6.54830
C 8.63156 10.97379 7.14046
C 10.95730 9.98956 12.27442
C 12.28604 9.36076 11.68535
C 9.88859 8.91657 12.38117
C 11.23882 10.51508 13.68505
H 14.02968 17.61431 10.03658
H 12.53671 18.42879 9.67263
H 13.40082 17.55908 8.39009
H 13.95924 15.15637 9.97568
H 13.03852 15.07123 8.50338
H 12.40466 14.30446 9.94075
H 11.68259 17.65709 11.39376
H 12.88167 16.48768 11.89356
H 10.57158 15.81604 12.81765
H 11.14372 14.64898 11.59532
H 8.50657 16.44909 12.79457
H 7.66530 16.66795 11.15385
H 9.81544 18.08280 13.71808
H 11.00071 21.47042 11.60349
H 11.08447 22.72577 10.07444
H 11.15925 22.58102 8.33949
H 12.04385 21.37930 9.36625
H 8.73876 22.70043 10.17863
H 7.78674 21.45129 9.21321
H 8.81998 22.67123 8.38409
H 11.04408 19.99307 7.69155
H 9.99552 21.21109 7.05438
H 9.39447 19.66650 7.52554
H 12.88117 19.13560 13.71056
H 13.35114 20.61208 14.43398
H 13.08693 20.62916 12.71175
H 11.33578 18.60382 15.34154
H 9.88040 19.63175 15.50399
H 11.39543 20.16026 16.14966
H 11.00489 22.49823 13.44148
H 11.60349 22.28362 15.09477
H 9.93824 22.03097 14.70797
H 7.88214 14.56936 10.79393
H 8.65728 14.31185 12.32363
H 9.83316 12.53357 12.77474
H 10.96131 9.85132 9.54966
H 12.06591 10.45987 7.35468
H 10.93156 9.98088 6.03486
H 10.71777 9.22159 7.66551
H 11.38760 13.02494 6.99950
H 9.75032 13.09081 6.30589
H 10.87003 11.91245 5.59918
H 8.17326 10.30706 7.89468
H 8.54416 10.43872 6.16901
H 8.08164 11.93915 7.12977
H 12.08254 8.89355 10.72706
H 12.69977 8.64640 12.35564
H 13.06954 10.13567 11.47332
H 9.67562 8.33967 11.46267
H 8.89361 9.27338 12.68501
H 10.27668 8.22083 13.17815
H 11.97569 11.29042 13.73298
H 11.66049 9.67453 14.22773
H 10.29917 10.82758 14.15603
Se 4.08264 16.44284 5.00188
Sb 5.09893 14.29584 5.75944
Se 6.91470 15.71438 8.50731
Se 11.03807 16.78426 6.56310
Se 3.42160 12.73780 6.59117
N 5.37032 17.45154 10.13178
C 6.01675 17.48984 8.78642
N 5.07480 17.91455 7.83890
S 7.22352 18.85645 8.61275
H 5.46698 16.56576 10.57994
H 5.69694 18.21604 10.72113
H 4.18750 17.80689 8.23122
H 5.01573 17.46014 6.93097

6.
44
Properties=species:S:1:pos:R:3 method="wB97M-V/def2-TZVPD" relative_energy_ev=1.466 charge=0 homo_energy_ha="-0.20406 / -0.16904" spin_multiplicity=2
V -0.18923 0.25343 0.01732
O -1.45123 -5.48528 0.11322
C -0.99873 -4.21268 0.05712
C -0.82373 -3.54077 -1.15578
C -0.36633 -2.23668 -1.13158
N -0.09433 -1.61017 0.01122
C -0.27723 -2.23017 1.17742
C -0.72113 -3.53508 1.25012
C -0.07753 -1.26287 2.34412
O 0.08267 -1.66497 3.48442
O -0.11443 -0.04957 1.95472
C -0.22843 -1.27867 -2.31458
O -0.15813 -1.69857 -3.45908
O -0.20583 -0.06487 -1.93268
H -1.61083 -5.81588 -0.78138
H -1.05473 -4.00907 -2.10178
H -0.87683 -4.00567 2.20662
C 4.77397 -0.21917 -1.30348
N 3.99147 -0.23617 -0.08398
C 4.72597 -0.37927 1.15782
C 2.75897 0.17653 -0.06578
N 1.64277 0.51873 -0.00728
H 5.40887 0.67163 -1.33998
H 4.11517 -0.23047 -2.16818
H 5.40557 -1.10887 -1.33178
H 5.35617 0.49673 1.33962
H 5.35697 -1.26687 1.09312
H 4.02897 -0.50087 1.98362
C -4.70613 1.77503 -0.10998
N -3.37313 2.33143 -0.07028
C -3.16273 3.67902 -0.07358
C -1.90153 4.18932 0.05332
C -0.82353 3.28652 0.14202
N -1.04793 1.97313 0.05762
C -2.29553 1.47073 -0.01528
O -2.44583 0.25053 -0.01248
N 0.47617 3.65692 0.28052
H -5.43463 2.57683 -0.00948
H -4.82623 1.06413 0.70802
H -4.86583 1.24423 -1.04918
H -4.03183 4.31102 -0.16198
H -1.73353 5.25172 0.07812
H 0.68047 4.57462 0.63662
H 1.09297 2.89052 0.53282

| no. | E_tot (eV) |
| --- | --- |
| 1 | -37204.09720 |
| 2 | -78516.17073 |
| 3 | -24487.67005 |
| 4 | -61807.61979 |
| 5 | -331226.76895 |
| 6 | -62729.27291 |